{"formula": "C6H7BrN2", "method": "the ωB97M-V functional and the def2-TZVPD basis", "de_lowest_kj_mol": 257.0, "charge": 0, "mol_weight_da": 187.040, "lumo_ev": 0.3, "fmax_ha_per_bohr": 0.0983, "energy_ev": -79354.0205, "gap_ev": 8.606, "symbols": ["C", "C", "C", "C", "C", "C", "N", "N", "Br", "H", "H", "H", "H", "H", "H", "H"], "coordinates": [[0.030, -1.700, 0.383], [1.214, -2.415, -0.046], [0.180, -0.386, 0.344], [-1.847, 1.158, 0.179], [-0.806, 1.692, -0.743], [-0.387, 0.919, 0.489], [2.213, -1.669, -0.377], [1.907, -0.408, -0.408], [3.090, 0.900, 0.095], [-0.840, -2.225, 0.731], [1.292, -3.482, -0.138], [-2.386, 1.838, 0.821], [-2.431, 0.314, -0.158], [-0.682, 1.204, -1.698], [-0.599, 2.750, -0.760], [0.053, 1.510, 1.286]], "forces_ev_per_angstrom": [[0.089, 0.053, -0.036], [-0.295, 0.138, -0.012], [3.879, -0.212, -1.615], [-0.148, 0.007, 0.013], [-0.031, -0.068, -0.118], [-0.204, 0.403, 0.177], [1.406, -0.501, 0.024], [-4.884, 0.313, 1.258], [0.422, 0.002, 0.130], [-0.287, 0.018, 0.014], [0.013, -0.159, 0.030], [0.034, 0.082, 0.042], [0.047, -0.063, -0.004], [0.045, -0.090, 0.017], [0.001, 0.063, 0.126], [-0.088, 0.015, -0.047]], "lowdin_charge": [-0.0568, -0.1683, -0.0541, -0.1013, -0.0988, -0.3003, -0.0901, -0.5508, 0.6674, 0.1080, 0.0969, 0.1006, 0.1042, 0.1098, 0.1024, 0.1311]}